The following is a DFT calculation (ωB97M-V with the def2-TZVPD basis set) of a cluster of 11 separate species, C66H165N11 in total.

2S+1	1
energy above the lowest of the compared OMol25 structures with the same formula, charge and spin	2.878	eV
SMILES string	CCN(CC)CC.CCN(CC)CC.CCN(CC)CC.CCN(CC)CC.CCN(CC)CC.CCN(CC)CC.CCN(CC)CC.CCN(CC)CC.CCN(CC)CC.CCN(CC)CC.CCN(CC)CC
LUMO level	0.694	eV
HOMO energy	-7.86	eV

The geometry in XYZ format:
```
242
C66H165N11 ωB97M-V with the def2-TZVPD basis set
C 3.91 -0.68 -7.34
C 4.46 -1.98 -6.76
N 5.17 -1.83 -5.46
C 4.49 -1.18 -4.36
C 3.25 -1.92 -3.80
C 5.75 -3.08 -4.96
C 6.82 -3.67 -5.91
H 3.31 -0.79 -8.24
H 4.70 0.05 -7.54
H 3.34 -0.09 -6.61
H 3.66 -2.72 -6.67
H 5.19 -2.40 -7.45
H 5.22 -1.03 -3.56
H 4.18 -0.16 -4.58
H 2.73 -1.37 -3.01
H 2.53 -2.05 -4.61
H 3.52 -2.93 -3.47
H 4.96 -3.81 -4.84
H 6.21 -2.92 -3.98
H 6.30 -4.27 -6.66
H 7.43 -4.38 -5.36
H 7.46 -2.97 -6.44
C -3.92 5.69 7.40
C -3.00 4.50 7.06
N -1.56 4.82 7.22
C -1.24 5.05 8.66
C -1.37 3.94 9.67
C -0.64 3.85 6.59
C -0.72 3.82 5.08
H -4.97 5.43 7.28
H -3.68 6.44 6.66
H -3.80 6.09 8.41
H -3.35 3.64 7.63
H -3.19 4.31 6.00
H -0.23 5.44 8.67
H -1.82 5.89 9.04
H -0.68 3.12 9.48
H -1.21 4.26 10.70
H -2.33 3.43 9.57
H -0.75 2.88 7.08
H 0.35 4.24 6.81
H -0.52 4.85 4.78
H -1.75 3.63 4.76
H -0.07 3.16 4.50
C 6.05 -1.09 3.03
C 4.97 -1.58 2.07
N 5.26 -1.24 0.65
C 4.42 -1.88 -0.39
C 4.48 -3.36 -0.30
C 5.55 0.17 0.34
C 4.34 1.12 0.53
H 6.11 -0.01 3.13
H 7.07 -1.39 2.78
H 5.87 -1.40 4.05
H 4.89 -2.66 2.22
H 3.97 -1.25 2.36
H 3.37 -1.59 -0.33
H 4.77 -1.55 -1.37
H 5.48 -3.78 -0.21
H 3.92 -3.76 0.55
H 4.00 -3.71 -1.21
H 5.83 0.21 -0.71
H 6.42 0.48 0.93
H 4.63 2.09 0.13
H 4.00 1.18 1.56
H 3.52 0.82 -0.12
C -4.35 -2.31 1.58
C -5.56 -1.36 1.95
N -5.24 0.06 1.92
C -6.43 0.82 2.27
C -6.84 0.57 3.75
C -4.66 0.50 0.64
C -4.21 1.97 0.70
H -4.58 -3.38 1.68
H -3.50 -2.10 2.22
H -3.91 -2.23 0.58
H -6.44 -1.63 1.37
H -5.78 -1.62 2.99
H -7.18 0.51 1.54
H -6.24 1.89 2.16
H -6.06 0.60 4.51
H -7.31 -0.41 3.91
H -7.55 1.36 3.98
H -3.73 -0.02 0.44
H -5.35 0.27 -0.17
H -3.64 2.21 -0.20
H -5.07 2.64 0.72
H -3.61 2.13 1.60
C -1.08 0.13 -1.56
C 0.32 0.16 -0.91
N 0.50 -0.39 0.42
C 0.44 -1.86 0.25
C 0.79 -2.65 1.49
C -0.41 0.09 1.47
C -0.30 1.60 1.85
H -1.49 -0.86 -1.78
H -1.02 0.75 -2.46
H -1.83 0.59 -0.92
H 1.17 -0.22 -1.49
H 0.60 1.21 -0.82
H -0.54 -2.27 0.02
H 1.08 -2.16 -0.57
H -0.02 -2.71 2.22
H 1.10 -3.65 1.21
H 1.63 -2.23 2.05
H -0.31 -0.52 2.37
H -1.43 -0.09 1.13
H -0.88 1.87 2.73
H -0.64 2.25 1.04
H 0.73 1.86 2.09
C 3.82 4.76 -1.27
C 3.56 3.58 -2.17
N 2.83 4.00 -3.38
C 1.55 4.59 -3.15
C 0.55 3.56 -2.58
C 2.82 2.87 -4.29
C 2.43 3.28 -5.75
H 4.48 4.45 -0.46
H 2.87 5.15 -0.89
H 4.35 5.55 -1.81
H 4.54 3.14 -2.39
H 3.08 2.84 -1.54
H 1.65 5.48 -2.53
H 1.16 5.00 -4.08
H -0.44 3.96 -2.36
H 0.47 2.76 -3.32
H 0.97 3.19 -1.65
H 2.24 1.99 -4.02
H 3.79 2.40 -4.47
H 2.95 4.19 -6.06
H 1.38 3.49 -5.90
H 2.66 2.52 -6.49
C -3.73 2.25 -3.48
C -4.32 1.32 -4.57
N -4.96 0.09 -3.98
C -5.77 -0.63 -4.95
C -7.12 0.07 -5.22
C -3.95 -0.84 -3.46
C -4.56 -1.81 -2.47
H -3.07 3.02 -3.87
H -3.32 1.75 -2.60
H -4.62 2.70 -3.04
H -5.09 1.90 -5.08
H -3.46 1.05 -5.19
H -5.27 -0.83 -5.90
H -6.02 -1.61 -4.55
H -7.69 -0.51 -5.95
H -7.65 0.00 -4.27
H -7.04 1.10 -5.55
H -3.23 -0.25 -2.89
H -3.40 -1.30 -4.28
H -3.77 -2.48 -2.12
H -5.32 -2.47 -2.89
H -4.93 -1.21 -1.64
C -3.25 -5.72 -1.54
C -2.40 -5.94 -2.77
N -1.68 -4.76 -3.27
C -0.73 -4.19 -2.24
C 0.44 -5.15 -1.92
C -1.17 -4.96 -4.61
C -0.81 -3.58 -5.18
H -3.85 -6.60 -1.30
H -3.92 -4.87 -1.70
H -2.70 -5.44 -0.64
H -1.68 -6.75 -2.67
H -3.02 -6.31 -3.59
H -1.23 -4.00 -1.29
H -0.33 -3.22 -2.52
H 0.23 -6.15 -1.55
H 1.21 -4.82 -1.22
H 1.08 -5.38 -2.78
H -0.32 -5.64 -4.63
H -2.00 -5.27 -5.26
H 0.10 -3.15 -4.76
H -0.53 -3.64 -6.23
H -1.63 -2.87 -5.18
C 2.60 2.22 7.99
C 3.04 0.83 7.53
N 3.36 0.84 6.11
C 2.22 0.90 5.18
C 1.35 -0.38 5.18
C 4.44 1.77 5.67
C 5.71 1.63 6.53
H 1.73 2.57 7.43
H 3.34 3.02 7.92
H 2.27 2.00 9.00
H 3.89 0.48 8.12
H 2.21 0.12 7.62
H 1.57 1.77 5.23
H 2.60 1.07 4.17
H 0.65 -0.41 4.35
H 2.02 -1.24 5.07
H 0.81 -0.47 6.12
H 4.02 2.77 5.72
H 4.75 1.54 4.65
H 5.66 1.98 7.56
H 6.54 2.11 6.00
H 5.97 0.58 6.60
C -2.57 0.64 4.75
C -2.70 0.11 6.19
N -1.68 -0.89 6.49
C -2.14 -2.15 5.87
C -1.00 -3.20 5.79
C -1.54 -1.10 7.98
C -0.99 0.11 8.72
H -1.66 1.22 4.64
H -3.46 1.22 4.54
H -2.66 -0.24 4.11
H -2.58 1.02 6.77
H -3.69 -0.30 6.39
H -2.98 -2.65 6.36
H -2.41 -1.98 4.83
H 0.00 -2.75 5.77
H -1.03 -3.75 6.73
H -1.15 -3.87 4.94
H -0.75 -1.84 8.13
H -2.47 -1.39 8.47
H -1.72 0.92 8.73
H -0.11 0.57 8.29
H -0.80 -0.15 9.76
C -0.68 2.06 -8.48
C -1.36 0.83 -7.90
N -0.43 -0.33 -7.73
C 0.15 -0.71 -8.99
C 0.69 -2.15 -9.00
C 0.52 -0.21 -6.65
C -0.07 0.10 -5.30
H 0.17 2.28 -7.83
H -1.45 2.82 -8.43
H -0.32 1.83 -9.48
H -1.90 0.98 -6.96
H -2.17 0.49 -8.53
H -0.55 -0.66 -9.82
H 0.95 -0.06 -9.35
H 1.69 -2.26 -8.57
H 0.03 -2.89 -8.55
H 0.92 -2.45 -10.02
H 1.28 0.55 -6.85
H 1.03 -1.17 -6.52
H -0.37 1.14 -5.18
H 0.73 -0.08 -4.58
H -0.98 -0.46 -5.04
```